[1]
58
Properties=species:S:1:pos:R:3:nbo_charge:R:1 method="wB97M-V/def2-TZVPD" smiles="CCOc1cc(CNc2ccc3[nH]c(=O)[nH]c3c2)ccc1OCC(=O)NC(C)(C)C" largest_force_ha_per_bohr=0.013 homo_ev=-7.46 mol_weight_g_mol=412.49 e_above_lowest_kcal_mol=9.5 total_charge=0 gap_ev=7.98 e_lumo_ev=0.51
O 0.59 -1.58 -0.06 -0.526
O -6.68 -2.54 1.30 -0.633
O 2.05 -1.37 2.39 -0.504
O 3.37 -2.47 -0.73 -0.641
N 3.71 -0.55 0.43 -0.635
N -5.09 -0.85 1.44 -0.612
N -2.19 2.70 -0.34 -0.597
N -5.94 -1.33 -0.53 -0.594
C -0.31 0.64 0.35 -0.308
C 0.47 -0.46 0.70 0.321
C -0.05 -1.68 -1.31 -0.066
C -3.54 0.98 0.71 -0.342
C -4.49 0.00 0.54 0.222
C 1.05 0.70 2.73 -0.241
C 2.58 -2.36 1.54 -0.154
C 5.56 -0.35 -1.15 -0.620
C -4.61 0.38 -1.85 -0.216
C 3.26 0.46 -1.74 -0.625
C -0.45 1.74 1.18 -0.042
C 0.23 1.76 2.39 -0.228
C -5.99 -1.68 0.79 0.760
C -3.11 1.68 -0.42 0.178
C -5.03 -0.30 -0.72 0.067
C 3.26 -1.81 0.28 0.673
C -1.52 -2.05 -1.19 -0.633
C 4.59 1.65 0.02 -0.613
C -1.35 2.90 0.81 -0.235
C 1.19 -0.41 1.91 0.225
C -3.65 1.37 -1.68 -0.274
C 4.28 0.29 -0.61 0.125
H 3.66 1.08 -2.53 0.208
H 3.33 -2.87 2.14 0.208
H 5.31 1.54 0.83 0.210
H -5.01 0.16 -2.82 0.219
H 2.35 0.91 -1.35 0.207
H 0.50 -2.48 -1.82 0.209
H -2.09 -1.28 -0.67 0.214
H -3.13 1.19 1.69 0.224
H 1.82 -3.09 1.23 0.216
H -3.31 1.92 -2.54 0.207
H -4.92 -0.89 2.43 0.424
H -1.95 -2.18 -2.19 0.215
H 0.12 2.60 3.06 0.211
H 5.33 -1.33 -1.55 0.242
H -6.49 -1.77 -1.25 0.424
H 5.99 0.26 -1.93 0.205
H 3.68 2.10 0.42 0.212
H -0.73 3.79 0.61 0.219
H -1.63 -2.99 -0.65 0.215
H -1.77 2.96 -1.23 0.382
H -0.84 0.62 -0.59 0.225
H 3.01 -0.52 -2.15 0.236
H -1.98 3.15 1.67 0.201
H 5.01 2.32 -0.72 0.219
H 3.58 -0.12 1.34 0.409
H 1.60 0.71 3.66 0.226
H 0.08 -0.76 -1.89 0.171
H 6.29 -0.46 -0.35 0.206



[2]
39
Properties=species:S:1:pos:R:3:lowdin_spin:R:1 method="wB97M-V/def2-TZVPD" largest_force_ha_per_bohr=0.101 homo_ev="-4.14 / -6.83" mol_weight_g_mol=556.04 e_above_lowest_kcal_mol=35.9 spin_multiplicity=2 total_charge=0 s2=0.784 gap_ev="3.17 / 5.84" e_lumo_ev="-0.98 / -0.99"
Ir -0.38 -0.63 0.28 -0.003
Cl 4.14 -5.41 3.40 -0.010
S 0.82 1.37 1.06 -0.001
O -0.56 -1.38 2.17 0.212
O 1.10 -1.92 -0.19 0.066
O -2.03 0.55 0.62 -0.002
N -0.90 0.96 -3.54 0.000
N -0.33 0.03 -1.64 -0.001
N -1.82 1.83 0.99 0.000
C 0.42 0.60 -3.65 0.000
C -1.31 0.61 -2.31 0.000
C -1.71 1.63 -4.55 0.000
C 2.82 -3.43 0.19 0.007
C 1.37 -2.81 2.04 0.038
C -0.52 3.68 1.64 0.000
C 2.14 -3.67 2.86 0.103
C -2.94 2.57 1.12 0.000
C 0.26 -2.18 2.66 0.313
C 1.72 -2.67 0.66 0.103
C 0.77 0.04 -2.47 0.000
C -2.90 3.88 1.50 0.000
C -1.64 4.45 1.77 0.000
C 3.54 -4.25 1.01 0.146
C -0.58 2.33 1.23 0.000
C 3.20 -4.37 2.37 -0.001
H -1.57 5.48 2.08 0.000
H -1.98 2.63 -4.22 0.000
H -2.61 1.06 -4.74 0.000
H 4.39 -4.81 0.63 0.011
H 0.99 0.79 -4.55 0.000
H -3.82 4.44 1.60 0.000
H 0.09 -2.45 3.71 0.019
H -2.31 0.75 -1.93 0.000
H 0.46 4.08 1.84 0.000
H -3.85 2.02 0.90 0.000
H 1.70 -0.38 -2.14 0.000
H 1.87 -3.77 3.91 0.003
H -1.13 1.70 -5.46 0.000
H 3.08 -3.33 -0.86 -0.004



[3]
34
Properties=species:S:1:pos:R:3:lowdin_spin:R:1 method="wB97M-V/def2-TZVPD" largest_force_ha_per_bohr=0.008 homo_ev="-4.18 / -4.21" mol_weight_g_mol=483.62 e_above_lowest_kcal_mol=31.0 spin_multiplicity=2 total_charge=-1 s2=0.756 gap_ev="6.59 / 6.03" e_lumo_ev="2.41 / 1.81"
Te 3.98 -0.10 -1.24 0.010
Cu -0.56 -0.30 0.16 0.008
S -1.56 -0.50 -1.86 0.027
S 1.07 -0.70 -3.37 0.486
S -1.15 -0.42 -4.83 0.464
N -2.35 0.40 1.34 0.001
C -4.59 1.04 1.82 0.000
C 0.29 -0.23 1.94 0.000
C -0.60 -0.55 -3.24 -0.002
C -4.27 1.14 3.16 0.000
C 5.28 1.56 -0.91 0.004
C 1.12 -0.02 4.66 0.000
C -0.18 0.27 4.31 0.000
C -2.98 0.87 3.57 0.000
C -2.02 0.49 2.63 0.000
C 1.59 -0.51 2.36 0.000
C 2.02 -0.41 3.68 0.000
C -3.59 0.66 0.95 0.000
C -0.59 0.17 2.97 0.000
C 5.09 -1.43 0.00 0.002
H 1.44 0.07 5.70 0.000
H -5.59 1.25 1.46 0.000
H -2.72 0.94 4.62 0.000
H 5.45 -0.87 0.86 0.000
H 2.32 -0.81 1.62 0.000
H -0.87 0.58 5.08 0.000
H 5.71 1.46 0.08 0.000
H 4.68 2.46 -0.94 0.000
H 3.04 -0.64 3.94 0.000
H 4.41 -2.20 0.35 0.000
H 5.93 -1.87 -0.53 0.000
H -5.01 1.44 3.89 0.000
H -3.78 0.57 -0.12 0.000
H 6.07 1.61 -1.66 0.000



[4]
42
Properties=species:S:1:pos:R:3:lowdin_spin:R:1 method="wB97M-V/def2-TZVPD" largest_force_ha_per_bohr=0.049 homo_ev="-6.64 / -7.35" mol_weight_g_mol=485.24 spin_multiplicity=5 total_charge=0 s2=6.028 gap_ev="6.65 / 7.16" e_lumo_ev="0.01 / -0.19"
I -3.32 -0.42 0.26 0.051
Fe -0.86 0.40 -0.27 3.562
S 2.46 -0.53 -1.95 0.012
S -0.15 -1.67 -0.96 0.027
N 2.05 -3.03 -1.58 0.017
C -2.63 -2.39 4.11 -0.002
C -2.07 2.29 -2.81 0.013
C 0.47 1.15 2.32 0.032
C -0.59 0.50 1.74 0.058
C -3.14 -2.03 2.84 0.007
C -0.86 -0.76 3.87 0.001
C 3.16 -3.03 -2.53 0.002
C 1.42 -1.84 -1.47 0.027
C -1.54 -1.75 4.61 0.004
C -0.16 2.21 -1.14 0.068
C -1.31 -0.43 2.56 0.020
C 0.88 0.90 3.65 0.001
C -0.55 2.37 -2.61 0.020
C -2.49 -1.07 2.13 0.016
C -0.03 3.69 -3.20 0.005
C 0.24 -0.05 4.40 0.015
C 3.83 -1.67 -2.36 0.001
H -2.57 3.10 -2.27 0.000
H -0.48 4.53 -2.67 0.000
H 1.03 1.89 1.74 0.003
H 4.54 -1.66 -1.53 0.000
H -1.17 -2.00 5.60 0.000
H 2.80 -3.14 -3.55 0.001
H -0.09 1.55 -3.18 0.003
H 1.05 3.75 -3.10 0.000
H 1.47 -3.85 -1.51 0.001
H -0.28 3.78 -4.27 0.001
H -2.34 2.37 -3.87 0.001
H -4.04 -2.50 2.46 0.001
H 0.57 -0.27 5.41 0.001
H 3.85 -3.84 -2.31 0.000
H -0.51 3.05 -0.54 0.011
H -3.14 -3.16 4.68 0.000
H 0.93 2.12 -1.04 0.011
H -2.45 1.34 -2.44 0.009
H 1.71 1.45 4.07 0.000
H 4.31 -1.33 -3.26 0.000



[5]
57
Properties=species:S:1:pos:R:3:nbo_charge:R:1 method="wB97M-V/def2-TZVPD" largest_force_ha_per_bohr=0.011 homo_ev=-8.21 mol_weight_g_mol=664.96 e_above_lowest_kcal_mol=5.5 total_charge=0 gap_ev=7.98 e_lumo_ev=-0.24
Y 1.68 1.84 0.46 1.942
Cl 4.29 0.39 1.10 2.550
S -1.44 3.11 -0.31 0.630
S -2.53 2.27 -2.66 0.253
S 2.36 2.90 3.16 -0.160
O 5.11 0.63 2.23 -0.758
O 2.94 -0.02 1.51 -0.885
O 0.34 0.19 -0.23 -0.916
O 4.04 1.66 0.35 -0.900
O 0.99 3.88 0.20 -0.600
O 4.85 -0.57 0.22 -0.778
O -0.17 3.18 0.76 -0.551
N 0.30 0.67 2.31 -0.651
N 1.41 1.98 -2.14 -0.352
N 0.39 0.88 5.84 -0.247
N 1.30 1.81 5.41 -0.371
N 0.06 1.90 -2.43 -0.312
N 0.51 0.95 3.65 -0.240
C 2.05 0.86 -2.34 0.334
C -3.99 -2.27 0.02 -0.227
C 3.53 0.93 -2.56 -0.670
C 1.36 -0.43 -2.31 -0.241
C -3.40 -0.02 -0.60 -0.221
C -3.11 -0.43 -1.89 -0.045
C -3.26 -1.78 -2.21 -0.154
C -3.84 -0.93 0.35 -0.214
C -2.59 0.49 -2.98 -0.551
C 1.60 -1.42 -3.26 -0.147
C -0.93 2.34 -1.81 -0.070
C 0.10 -2.89 -2.12 -0.187
C -0.08 0.36 4.76 0.359
C -3.69 -2.69 -1.27 -0.216
C 0.51 -0.69 -1.21 0.374
C -0.12 -1.94 -1.15 -0.237
C 0.96 -2.64 -3.19 -0.270
C 1.40 1.89 4.08 0.249
C -1.09 -0.72 4.66 -0.664
H -3.02 -2.12 -3.21 0.206
H -3.23 0.41 -3.86 0.241
H 3.70 0.70 -3.62 0.240
H -1.59 0.19 -3.28 0.260
H -4.08 -0.59 1.35 0.206
H 4.07 0.19 -1.97 0.254
H -3.81 -3.74 -1.54 0.213
H 1.13 -3.40 -3.95 0.216
H -0.41 -3.84 -2.06 0.212
H -3.30 1.02 -0.34 0.224
H -4.33 -2.98 0.76 0.213
H 3.91 1.93 -2.37 0.245
H 1.82 2.36 6.07 0.433
H -0.67 0.81 2.04 0.408
H 0.57 -0.29 2.08 0.419
H -1.38 -1.02 5.66 0.259
H -1.98 -0.37 4.13 0.236
H 2.27 -1.21 -4.09 0.211
H -0.69 -1.58 4.12 0.239
H -0.79 -2.13 -0.32 0.211



[6]
63
Properties=species:S:1:pos:R:3:nbo_charge:R:1 method="wB97M-V/def2-TZVPD" smiles="C[N+](=O)[O-].C[N+](=O)[O-].C[N+](=O)[O-].C[N+](=O)[O-].C[N+](=O)[O-].C[N+](=O)[O-].C[N+](=O)[O-].C[N+](=O)[O-].C[N+](=O)[O-]" largest_force_ha_per_bohr=0.088 homo_ev=-11.03 mol_weight_g_mol=549.36 e_above_lowest_kcal_mol=80.9 total_charge=0 gap_ev=10.77 e_lumo_ev=-0.26
O 5.78 -4.25 -7.58 -0.347
O -1.68 -2.02 6.20 -0.353
O 6.32 2.86 -2.79 -0.367
O -6.43 4.46 -2.11 -0.336
O 4.31 2.62 7.48 -0.356
O -6.52 -0.08 4.02 -0.389
O 1.12 -8.69 0.31 -0.364
O -0.22 0.71 -2.26 -0.397
O 5.69 -6.39 -7.18 -0.387
O 2.74 2.13 6.14 -0.394
O 0.34 4.63 -8.42 -0.349
O -8.52 0.70 4.17 -0.362
O -1.95 -3.93 7.11 -0.388
O 0.63 -1.17 -1.47 -0.353
O -0.26 -7.01 0.15 -0.377
O 2.21 5.60 -8.94 -0.395
O 6.13 0.63 -2.81 -0.360
O -5.71 6.52 -1.80 -0.403
N 6.27 1.74 -2.27 0.524
N -0.20 -0.27 -1.50 0.524
N 5.19 -5.25 -7.31 0.529
N -5.68 5.36 -2.32 0.525
N 0.33 -7.88 0.76 0.535
N 1.49 4.59 -8.73 0.529
N -2.12 -2.68 7.13 0.508
N 3.19 2.70 7.12 0.541
N -7.30 0.90 4.08 0.504
C -2.81 -2.04 8.31 -0.482
C -4.60 5.15 -3.31 -0.502
C 3.75 -5.09 -7.02 -0.506
C 2.13 3.25 -8.96 -0.490
C -1.11 -0.14 -0.28 -0.480
C 6.15 1.80 -0.77 -0.495
C 0.01 -7.93 2.23 -0.492
C 2.27 3.34 8.16 -0.491
C -6.76 2.25 4.06 -0.486
H -4.45 5.96 -4.03 0.246
H 0.08 -8.96 2.59 0.227
H 6.45 2.72 -0.27 0.233
H -3.90 -2.10 8.22 0.245
H 2.71 3.38 9.15 0.239
H 5.08 1.75 -0.55 0.236
H -1.56 -1.08 0.05 0.239
H 1.93 2.80 -9.93 0.239
H 3.22 3.30 -8.86 0.237
H -2.40 -2.55 9.18 0.240
H 1.32 2.81 8.04 0.233
H -1.00 -7.61 2.47 0.235
H 1.68 2.69 -8.14 0.230
H 3.39 -4.39 -7.78 0.227
H -6.16 2.22 3.15 0.240
H -6.11 2.37 4.93 0.247
H -4.59 4.19 -3.81 0.234
H 3.23 -6.00 -7.32 0.232
H -1.89 0.51 -0.69 0.226
H 2.21 4.37 7.81 0.228
H -3.71 5.00 -2.70 0.237
H -7.56 2.95 3.84 0.246
H -2.59 -0.98 8.38 0.231
H 3.41 -4.62 -6.10 0.253
H -0.44 0.46 0.33 0.241
H 6.72 1.01 -0.29 0.229
H 0.76 -7.31 2.72 0.236



[7]
91
Properties=species:S:1:pos:R:3:lowdin_spin:R:1 method="wB97M-V/def2-TZVPD" largest_force_ha_per_bohr=0.021 homo_ev="-10.45 / -10.45" mol_weight_g_mol=943.65 e_above_lowest_kcal_mol=19.9 spin_multiplicity=6 total_charge=+1 s2=8.761 gap_ev="6.97 / 5.60" e_lumo_ev="-3.48 / -4.85"
I -0.55 -7.72 -3.01 0.000
Ru -0.49 0.70 -0.45 3.838
S 0.02 2.92 -1.19 0.207
O 0.34 -0.79 -3.73 0.027
O -0.84 -0.81 -1.83 0.221
N -1.71 -1.58 1.10 0.013
N 1.92 2.55 0.69 0.020
N 1.21 -0.60 0.03 0.124
N -0.26 -0.24 2.62 0.004
N -0.31 0.94 1.96 0.099
N -2.10 -0.53 0.33 0.118
N 0.90 -1.61 0.89 0.011
N 2.56 3.73 -1.20 0.018
C -0.37 -2.88 -2.87 0.006
C -2.69 -2.50 1.10 0.014
C -3.72 -2.04 0.31 0.008
C 0.19 4.29 3.33 0.001
C 1.63 3.06 -0.52 0.044
C 3.76 3.84 -0.66 0.001
C 0.00 5.64 3.09 0.000
C -0.33 -4.93 -4.13 0.000
C -3.96 0.07 -1.17 0.003
C 2.89 -2.06 0.06 0.008
C -0.90 6.05 2.12 0.001
C -0.36 1.90 2.90 0.011
C 4.81 1.50 -3.12 0.001
C -3.89 2.01 -2.63 0.004
C -0.29 1.32 4.17 0.004
C 2.63 0.70 -2.45 0.005
C 2.43 -0.85 -0.46 0.019
C -0.48 -5.65 -2.95 0.001
C -0.25 -1.39 -2.86 0.022
C -5.19 -0.27 -1.72 0.002
C -0.24 -1.16 4.94 0.001
C -3.31 -0.80 -0.17 0.018
C -3.34 1.22 -1.64 0.042
C -5.12 1.65 -3.18 0.004
C 3.44 1.44 -3.32 0.001
C 4.11 3.34 0.59 0.011
C 3.20 0.02 -1.39 0.001
C 4.58 0.09 -1.19 0.001
C -2.59 -3.77 1.88 0.003
C -0.25 -0.04 3.95 0.005
C -0.52 3.34 2.59 0.001
C -5.77 0.51 -2.71 -0.001
C 5.38 0.83 -2.04 0.000
C 3.13 2.68 1.27 0.001
C 1.89 -2.52 0.90 0.012
C -0.56 -5.00 -1.73 0.000
C 1.86 -3.76 1.73 0.002
C -1.44 3.76 1.63 0.005
C -0.52 -3.61 -1.70 0.001
C -0.27 -3.55 -4.09 0.002
C -1.62 5.12 1.39 0.001
B -0.35 -1.57 1.82 0.001
H 2.75 -4.35 1.52 0.000
H -0.67 -5.57 -0.82 0.000
H 1.58 0.59 -2.69 0.002
H 4.49 4.37 -1.27 0.000
H 0.54 6.37 3.68 0.000
H -5.71 -1.16 -1.38 0.000
H 0.64 -1.80 4.80 0.000
H -2.04 3.03 1.11 0.002
H -3.37 2.89 -2.98 0.000
H -0.14 -2.97 -4.99 0.000
H -5.56 2.24 -3.96 0.000
H 1.84 -3.53 2.79 0.000
H -4.64 -2.56 0.10 0.001
H -0.21 -0.75 5.94 0.000
H 0.99 -4.37 1.50 0.000
H -0.32 1.83 5.12 0.001
H 5.43 2.06 -3.81 0.000
H -1.06 7.11 1.94 0.000
H 5.03 -0.44 -0.36 0.000
H 0.89 3.96 4.08 0.000
H 3.25 2.24 2.25 0.000
H 3.82 -2.55 -0.16 0.001
H -0.27 -5.45 -5.08 0.000
H -2.33 5.43 0.64 0.000
H -0.61 -3.08 -0.76 0.000
H -0.30 -2.51 2.56 0.000
H 5.10 3.47 1.01 0.001
H -1.74 -4.37 1.57 0.000
H -2.40 1.54 -1.18 0.022
H -1.12 -1.78 4.84 0.000
H 1.19 2.04 1.21 0.002
H -6.72 0.23 -3.12 0.000
H 6.45 0.87 -1.88 0.000
H -3.49 -4.36 1.73 0.000
H 2.98 1.94 -4.16 0.000
H -2.49 -3.57 2.95 0.001



[8]
53
Properties=species:S:1:pos:R:3:nbo_charge:R:1 method="wB97M-V/def2-TZVPD" largest_force_ha_per_bohr=0.074 homo_ev=-4.14 mol_weight_g_mol=491.28 e_above_lowest_kcal_mol=0.0 total_charge=0 gap_ev=3.04 e_lumo_ev=-1.10
I 4.76 -2.12 -1.01 0.127
P -1.94 -2.26 -0.26 2.474
F 1.02 -6.16 -1.54 -0.129
O -1.49 -1.82 1.03 -1.032
O -2.14 -1.03 -1.20 -0.996
O -3.27 -3.10 -0.21 -0.953
O -0.12 0.88 -0.01 -0.883
N -0.19 2.14 0.61 -0.211
N 0.59 -4.90 -1.42 0.103
N -0.66 -3.27 -0.90 -0.590
C 3.80 -3.98 -1.45 -0.302
C -0.90 2.15 1.92 0.094
C 3.42 -4.66 -0.15 -0.652
C 0.86 3.28 -1.23 -0.593
C 0.48 -2.74 -1.50 -0.016
C -1.58 0.85 2.19 -0.592
C 0.16 2.39 3.01 -0.604
C -1.62 3.12 -1.22 -0.637
C -0.37 3.23 -0.33 0.111
C -0.39 4.55 0.46 -0.400
C -1.95 3.26 2.02 -0.397
C 2.62 -3.74 -2.44 -0.480
C -1.48 4.64 1.55 -0.407
C -0.58 -4.59 -0.86 0.213
C 1.27 -3.79 -1.82 0.126
H 2.67 -4.39 -3.31 0.244
H 1.77 3.29 -0.63 0.209
H -1.26 -5.31 -0.46 0.264
H -2.54 3.12 -0.65 0.198
H -2.31 3.33 3.05 0.198
H -1.66 3.97 -1.91 0.190
H -1.58 2.21 -1.82 0.210
H -0.29 2.40 4.01 0.179
H -2.33 0.65 1.43 0.201
H -0.51 5.39 -0.23 0.197
H 0.90 2.41 -1.89 0.214
H -2.08 0.81 3.17 0.183
H 4.50 -4.63 -1.96 0.226
H 4.28 -4.64 0.51 0.244
H -2.34 5.19 1.16 0.195
H -3.57 -3.44 -1.07 0.512
H -0.85 0.05 2.17 0.239
H 0.67 -1.69 -1.65 0.299
H 0.91 1.60 2.97 0.211
H 2.71 -2.73 -2.83 0.264
H -2.83 2.98 1.44 0.193
H -1.31 -0.46 -1.15 0.555
H 0.59 4.69 0.92 0.202
H 2.62 -4.16 0.39 0.215
H -1.10 5.22 2.39 0.197
H 0.85 4.18 -1.85 0.180
H 0.67 3.34 2.87 0.197
H 3.12 -5.70 -0.31 0.210